# 1
Below is 14 unconnected molecules or ions with the total composition C3H35N2O13S, with properties calculated with the ωB97M-V functional and the def2-TZVPD basis.

Structure (ORCA input):
```
! wB97M-V def2-TZVPD RIJCOSX def2/J DEFGRID3
* xyz -1 1
N 1.6920 2.3886 -1.6335
C 0.6095 1.9047 -0.7334
C -0.3464 0.8085 -1.2448
S 0.3705 -0.4947 -2.2866
C -0.1501 3.1637 -0.3631
N -1.4722 2.8569 0.1649
H 2.1642 1.6044 -2.1480
H 1.3767 3.0794 -2.3130
H 1.1981 1.4397 0.0809
H -0.7646 0.3907 -0.3070
H -1.2175 1.1623 -1.8069
H 0.4279 3.8949 0.2632
H -0.4130 3.7487 -1.2732
H -1.9889 3.7026 0.3590
H -1.5032 2.3299 1.0368
H -1.3530 -0.8247 3.1156
H -2.2542 -1.1231 2.0100
O -2.2900 -0.6861 2.8858
H -4.0072 -1.3868 -1.1917
H -3.2435 -0.7410 -2.4514
O -4.0858 -0.9324 -2.0254
H 3.5420 -0.3591 -0.1084
H 3.0293 0.7515 0.6881
O 3.5988 -0.0231 0.8246
H 0.8794 -0.1367 2.7170
H 0.0642 1.1605 3.4412
O 0.6145 0.8063 2.7386
H -3.6152 -3.0434 0.5987
H -2.1621 -2.5423 0.5340
O -3.0847 -2.2468 0.6814
H 1.3124 -3.6474 -2.9755
H 0.2601 -2.9264 -2.2253
O 0.7575 -3.7723 -2.1945
H 1.2302 -2.5067 2.7654
H 1.2579 -1.7843 1.5141
O 0.7774 -1.7538 2.3620
H -0.4082 -3.8699 -0.5959
H 0.2736 -2.5173 -0.1864
O -0.3781 -3.1814 0.0741
H 4.0066 -1.1610 -2.0927
H 2.3253 -0.8326 -2.0899
O 3.1869 -1.0741 -1.6028
H -2.2493 0.9608 3.7156
H -2.4089 2.2847 3.1294
O -2.0100 1.8853 3.9223
H -2.1791 1.3694 -3.1734
H -1.3935 0.4112 -4.0239
O -2.2626 0.8651 -3.9855
H 2.3760 2.7343 1.3276
H 1.0401 2.5209 2.1214
O 1.7517 3.1314 1.9335
H 2.8152 -1.9299 0.0336
H 1.9871 -3.1623 -0.3934
O 2.3164 -2.6968 0.3866
*
```

Energy relative to the best compared isomer or geometry (same formula, charge and spin), kJ/mol: 0.00
Kohn-Sham gap, Eh: 0.273

Results of the Mulliken charge analysis, in e, for atoms 1 through 8: -0.704 1.674 0.141 -0.457 -0.872 -0.412 0.276 0.276

***

# 2
Below is 15 unconnected molecules or ions with the total composition C3H35NO15S, with properties calculated with the ωB97M-V functional and the def2-TZVPD basis.

Structure (ORCA input):
```
! wB97M-V def2-TZVPD RIJCOSX def2/J DEFGRID3
* xyz -2 1
C 1.1774 0.1236 -0.1677
C 2.3184 -0.0531 -1.2060
S 3.9147 -0.5268 -0.5955
N 0.0999 0.8454 -0.8299
C -1.1062 0.8213 0.1616
O -1.1877 -0.2602 0.9343
H 0.8059 -0.8869 0.0847
H 1.5400 0.5727 0.7288
H 2.3783 1.0678 -1.5222
H 1.9476 -0.5757 -2.1132
H 0.0100 0.3416 -1.7006
H -1.9322 1.0236 -0.5865
H -1.1516 1.8309 0.7047
H 1.4511 1.7565 2.7012
H -0.0579 1.7269 2.9366
O 0.6321 2.3389 2.6795
H 0.6702 0.5437 -3.7564
H 0.5473 1.9998 -3.6957
O 1.0213 1.3291 -4.1942
H -1.5410 -2.3854 2.3661
H -0.9415 -1.7729 3.7366
O -1.6185 -2.3427 3.3196
H 0.7053 -0.5451 3.0473
H 2.2862 -0.3233 2.5618
O 1.5927 -0.8612 2.9149
H 1.3275 2.6842 -0.0787
H 1.0390 3.5649 0.9223
O 1.4720 3.6587 0.0632
H -1.1092 0.0985 -4.4229
H -2.0802 0.2790 -3.1722
O -1.3748 0.6519 -3.6932
H 0.4157 -3.2437 -0.6951
H -0.3940 -1.9457 -0.5796
O -0.1784 -2.6976 -1.2052
H -3.2686 -2.7346 -0.8083
H -2.0914 -3.5474 -0.4195
O -3.0538 -3.5865 -0.3789
H -1.7707 0.2026 3.9169
H -1.0548 0.0270 2.3731
O -0.9541 0.1738 3.4144
H 0.5951 -1.5666 -4.1510
H -0.1956 -2.2110 -2.8308
O -0.2381 -1.8880 -3.7615
H 3.1411 2.7075 1.3265
H 3.8899 1.4094 1.3890
O 3.3166 1.9757 1.9081
H 1.8590 -2.3145 1.3122
H 2.5047 -2.6040 -0.2085
O 1.9638 -2.8557 0.5248
H -2.2576 2.9378 0.0144
H -1.8194 3.9189 1.1860
O -2.4356 3.7841 0.4722
H -3.2949 -0.6376 -1.0541
H -3.6182 -1.1220 0.5085
O -3.8969 -0.9076 -0.3819
*
```

Energy relative to the best compared isomer or geometry (same formula, charge and spin), kJ/mol: 128.28
Kohn-Sham gap, Eh: 0.209

Results of the Mulliken charge analysis, in e, for atoms 1 through 8: 1.061 -0.820 -0.557 0.011 0.169 -0.865 -0.195 -0.179

***

# 3
Below is a molecular structure, C3H3AgO4, with properties calculated with the ωB97M-V functional and the def2-TZVPD basis.

Structure (ORCA input):
```
! wB97M-V def2-TZVPD RIJCOSX def2/J DEFGRID3
* xyz 2 3
C -1.6438 0.9294 -0.0235
C -0.4167 1.7846 0.1823
O 0.6307 1.0742 0.6540
O -1.5467 -0.2784 0.1229
H -2.5880 1.3990 -0.3377
H -0.1100 2.3003 -0.7599
Ag 0.1435 -1.0145 1.0195
O 2.9267 -3.4956 -1.0740
O 1.1502 -2.4630 -0.0184
C 2.0658 -2.8968 -0.6097
H -0.6118 2.6609 0.8445
*
```

Energy relative to the best compared isomer or geometry (same formula, charge and spin), kJ/mol: 0.00
Kohn-Sham gap (spin up / spin down), Eh: 0.413 / 0.243

Results of the Mulliken charge analysis, in e, for atoms 1 through 8: 0.215 -0.048 -0.303 -0.268 0.418 0.421 1.166 -0.134

***

# 4
Below is a molecular structure, C3H3BiO4, with properties calculated with the ωB97M-V functional and the def2-TZVPD basis.

Structure (ORCA input):
```
! wB97M-V def2-TZVPD RIJCOSX def2/J DEFGRID3
* xyz 2 1
C -1.4412 -0.6321 0.2301
C -2.7245 0.1037 0.5520
O -3.7750 -0.4437 0.7977
O -0.6612 0.0480 -0.6715
H -1.7466 -1.6366 -0.1303
H -2.6429 1.2174 0.5423
Bi 1.1124 0.4350 -1.0904
O 3.1473 0.6010 -0.7721
O 5.3912 0.5403 -0.2209
C 4.2693 0.5786 -0.4418
H -0.9287 -0.8114 1.2049
*
```

Energy relative to the best compared isomer or geometry (same formula, charge and spin), kJ/mol: 37.28
Kohn-Sham gap (spin up / spin down), Eh: 0.161 / 0.161

Results of the Mulliken charge analysis, in e, for atoms 1 through 8: -0.130 -0.018 -0.327 -0.497 0.302 0.298 1.839 -0.418